The following is a quantum chemistry calculation of a molecular structure, C48H51N13PbS2, from the OMol25 dataset.

XYZ file:
```
115
Properties=species:S:1:pos:R:3:mulliken_charge:R:1
H -1.944 -1.773 -2.474 0.80
N -2.151 -0.042 0.441 1.17
C -3.129 0.296 1.252 -0.69
C -0.279 -5.174 3.683 -1.20
C 0.251 -3.939 3.333 0.27
C 0.763 2.718 -3.742 0.83
H -4.914 6.185 -3.705 0.44
H -1.579 2.396 -0.780 -0.66
H 0.760 -5.151 -3.465 0.38
C 4.904 0.182 -2.374 0.39
H -0.744 3.937 -4.669 0.44
N 2.789 0.765 -1.362 0.06
C 2.399 1.358 -2.508 -0.43
H 1.383 3.356 -5.718 0.45
C -4.409 5.376 -3.198 -0.65
H -3.126 -4.931 1.855 0.49
N 1.380 -3.537 -1.129 0.18
C -2.160 -4.639 2.244 -0.95
H -1.949 -6.458 3.367 0.43
H -1.727 1.121 4.160 0.42
C -1.801 -1.755 -1.391 -1.15
H -1.351 -3.352 -3.952 0.35
C -1.600 3.642 1.757 1.21
C -5.234 0.093 -0.205 -1.14
C 8.315 -1.676 -2.743 -0.35
H 2.055 -3.575 4.421 0.25
H 2.029 -0.542 4.426 0.37
H -3.072 5.183 1.660 0.54
C 4.521 0.835 -3.531 -0.65
S -3.910 3.427 -1.632 0.22
C 1.678 2.795 -4.840 -1.12
C 0.366 4.245 3.031 0.57
H 3.102 -0.147 1.763 -0.18
Pb 0.311 0.048 0.445 1.46
C -0.331 3.322 2.236 -0.68
C 2.372 -0.975 3.482 -1.21
H -2.113 -0.610 4.021 0.39
C -1.345 3.284 -2.719 0.03
H -2.443 5.496 -4.187 0.41
H 0.403 6.201 3.958 0.44
C -2.402 -0.421 -0.952 -1.53
H -2.524 -3.679 -2.658 0.40
C 3.272 1.459 -3.613 0.55
C 1.523 2.370 2.796 0.34
H -1.798 6.795 3.001 0.45
C -2.645 3.942 -2.703 0.47
H -5.990 4.680 -1.843 0.44
H -1.999 0.348 -1.609 0.04
H 4.292 -0.161 -0.341 0.29
C -0.926 2.496 -1.637 0.59
C 2.260 -3.048 -0.108 -0.61
C 3.992 0.243 -1.303 -0.29
C 2.877 2.185 -4.782 -1.11
C 1.559 -4.941 -1.459 -0.70
H 5.193 0.886 -4.379 0.46
N -2.943 0.643 2.561 0.61
N 0.363 -1.906 2.309 1.45
C -4.174 1.073 3.208 -0.58
H -5.202 -0.983 -0.396 0.34
H -3.455 -0.510 -1.182 0.24
N 1.381 -3.255 3.745 -0.12
C 0.420 -5.194 -2.425 -0.77
C 6.648 -1.273 -1.203 -0.36
C -4.986 4.617 -2.231 -0.58
C -0.386 -3.072 2.432 -0.14
C -2.097 4.900 2.036 -1.44
H -5.871 1.659 1.965 0.43
C -1.374 5.820 2.805 -0.58
H 3.575 2.248 -5.607 0.47
H 1.481 -5.559 -0.557 0.35
H 2.940 1.415 4.045 0.50
C -1.868 0.297 3.457 -0.72
H 8.416 -2.519 -0.762 0.39
C 7.879 -1.913 -1.476 -0.64
N 0.216 1.848 -1.565 0.41
N 1.536 3.597 3.378 -0.15
C -1.493 -5.509 3.117 -0.70
N 0.436 2.167 2.091 0.96
H -4.108 2.132 3.474 0.28
C -0.477 3.365 -3.789 -0.92
C -0.138 5.503 3.333 -1.15
H 2.169 -3.639 0.812 0.23
H 9.215 -2.033 -3.216 0.47
C -1.621 -3.418 1.891 0.33
H 6.150 -1.339 -0.246 0.41
N -4.458 0.470 0.966 0.43
C 0.110 -3.100 -1.428 -0.18
H -4.337 0.505 4.126 0.39
H 2.538 -5.104 -1.909 0.39
H 3.288 -3.131 -0.467 0.48
C 1.381 -2.047 3.122 -0.22
N -0.392 -1.954 -1.055 0.46
H -6.269 0.364 -0.010 0.39
H 3.550 1.873 2.469 0.37
C -3.073 4.992 -3.468 -0.71
H -0.948 0.128 2.926 -0.16
H -2.186 2.918 1.211 -0.10
C 6.160 -0.552 -2.263 0.31
H 3.350 -1.431 3.678 0.48
H -4.925 0.640 -1.094 0.38
H 0.223 -5.832 4.380 0.48
N -0.507 -4.100 -2.144 0.03
H -5.878 -0.047 2.434 0.39
C 2.689 1.434 2.980 -1.58
C 1.094 1.969 -2.589 -0.55
H -1.762 -5.007 -3.503 0.40
C -1.595 -4.006 -3.111 -1.12
H 2.049 -2.010 0.102 -0.36
N 2.434 0.086 2.485 0.40
S 7.242 -0.677 -3.614 -0.18
H 2.268 3.969 3.960 0.26
C -5.236 0.795 2.157 -0.90
H -2.137 -2.727 1.241 0.15
H -2.397 -2.563 -0.952 0.68
H -0.065 -6.154 -2.257 0.40
```

As for the charge: +2. Its strongest force on any atom is 0.479 eV Å⁻¹. The multiplicity is 1. The value obtained for the total energy is -3560.459716 Eh.

The following is a quantum chemistry calculation of 3 unconnected molecules or ions with the total composition C48H52B3O9P, from the OMol25 dataset.

XYZ file:
```
113
Properties=species:S:1:pos:R:3:mulliken_charge:R:1
H -3.326 -1.184 3.389 0.48
C 2.291 4.195 -1.948 -0.56
C -0.013 -3.029 -1.686 0.00
O 0.049 -3.134 -0.232 0.03
C -1.746 2.337 -3.759 0.13
C 4.950 -3.016 8.851 -0.51
O 5.393 -0.743 1.039 -0.56
C 2.526 2.631 6.703 -0.79
O 0.628 1.853 2.154 -0.25
H -1.523 -3.616 -4.382 0.44
O 2.961 1.321 1.791 -0.10
C -2.526 3.467 -3.531 -1.35
C 5.429 -0.658 9.021 0.16
C -2.676 2.676 -8.622 0.21
H -2.431 -2.378 2.362 0.29
H 1.581 -0.535 5.948 0.55
C 6.493 -0.938 9.874 -0.55
H -2.610 -2.596 0.156 -0.38
H -4.871 -1.717 -3.002 0.35
H 7.606 -2.466 10.885 0.40
H -1.277 1.827 -2.928 0.74
H 2.394 -2.194 0.150 -0.20
C -0.994 0.097 3.104 -0.93
C 5.111 0.753 8.687 0.63
C -1.970 2.007 -7.500 0.30
H 3.995 -2.924 -0.222 0.41
H 5.553 0.126 1.454 0.30
P 4.023 -1.410 1.820 -0.02
H -4.212 -0.511 0.746 0.32
C -2.890 -1.072 -2.233 1.67
H 7.097 -0.132 10.273 0.46
C -2.170 -1.704 -3.484 -0.60
H -4.253 -3.701 -1.560 0.27
O 2.904 -2.331 7.074 -0.66
C -2.514 2.195 -9.919 -0.51
C 0.401 -4.453 0.173 -1.04
C -4.051 3.863 -10.728 -0.46
C 3.950 1.036 7.807 0.24
C -1.872 -0.335 1.854 0.38
O -4.349 5.302 -6.815 -0.67
H 1.835 3.562 -4.042 0.35
C 2.283 3.786 -0.548 -0.76
H -0.485 -5.116 0.381 0.29
H 0.890 1.295 -3.436 0.67
C 3.213 -0.009 7.247 0.18
C 1.806 1.589 6.125 -0.24
C -1.569 1.864 -5.051 -0.34
O 1.563 -0.363 2.909 -0.26
C -3.200 2.788 -10.968 -0.49
H -2.216 -1.202 -1.350 -0.98
C -2.975 3.636 -5.889 0.30
H 2.666 4.479 0.243 0.33
H 6.221 -4.314 9.990 0.40
H -1.158 -1.220 -3.603 0.08
O -1.239 1.057 -7.707 -0.67
C -4.202 4.357 -9.440 -0.52
C 2.147 0.272 6.396 -0.62
H -4.861 5.197 -9.258 0.46
C 6.779 -2.250 10.218 -0.46
H 2.700 5.206 -2.194 0.34
H -3.052 -3.697 -3.434 0.29
H 0.973 1.806 5.465 0.49
H 4.160 3.170 7.981 0.47
H 0.886 0.543 -0.925 0.04
H -2.933 0.041 -2.428 -0.23
H -3.888 -3.641 0.864 0.42
C 6.003 -3.290 9.712 -0.47
H -1.857 1.355 -10.110 0.47
H -0.958 0.985 -5.225 0.50
H -3.077 2.410 -11.976 0.40
C 3.295 -2.666 0.610 -0.47
B 2.736 -0.021 2.188 0.60
B 0.502 0.547 2.694 0.85
C -2.954 -1.378 2.355 -0.85
H -5.652 -2.857 -0.778 0.45
C 3.543 -1.421 7.564 0.53
H 0.949 -3.453 -2.080 0.64
C 3.599 2.356 7.537 -0.59
C 1.272 1.962 -2.635 -0.70
C -1.292 -3.820 -2.147 -0.13
H -3.749 4.992 -4.409 0.46
H -1.482 0.993 3.590 0.29
H -4.922 -0.666 -1.540 0.42
C 1.763 2.455 -0.194 0.64
H 1.061 -5.004 -0.547 0.41
H -2.781 -1.437 -4.395 0.51
H -1.986 -3.953 -1.277 -0.01
H -1.264 -0.740 0.996 -0.49
H -2.658 3.840 -2.521 0.49
H 4.351 -3.829 8.458 0.46
C -3.665 4.316 -7.013 0.70
C -4.376 -1.538 -2.004 -1.04
H 3.074 -3.578 1.213 0.23
B 1.745 1.890 1.294 -0.37
C 1.808 3.275 -2.962 -0.61
C -2.178 2.514 -6.121 0.08
H -0.943 -4.864 -2.404 0.44
H -5.099 -1.792 1.773 0.34
H -1.007 -0.732 3.856 0.31
H -0.032 -1.933 -1.898 -0.54
C 4.663 -1.701 8.498 0.16
C -3.510 3.769 -8.385 0.16
H 0.974 -4.384 1.141 0.21
C -4.133 -1.501 1.277 -0.76
C -3.139 4.116 -4.592 -0.78
H -2.446 0.547 1.455 0.40
C -3.715 -2.678 0.304 0.05
C 1.257 1.552 -1.244 0.19
H -4.596 4.318 -11.547 0.40
O 5.786 1.662 9.132 -0.67
C -4.559 -2.760 -1.018 -0.73
H 2.250 3.660 6.500 0.43
C -2.007 -3.267 -3.434 -1.13
```

As for the charge: 0. Its strongest force on any atom is 2.489 eV Å⁻¹. The SMILES is COCCCCCCCCCCCCB1OB(c2ccccc2)OB(P(C)O)O1.O=C1c2ccccc2C(=O)c2ccccc21.O=C1c2ccccc2C(=O)c2ccccc21. The multiplicity is 1. The value obtained for the total energy is -2953.589616 Eh.